The following is a quantum chemistry calculation of C32H84AsF6N5O5 as an isolated structure in a non-equilibrium geometry, from the OMol25 dataset.

Its highest occupied orbital energy is -17.48 eV. The net charge is +4. Its frontier orbital gap is 9.015 eV. The LUMO energy comes out at -8.46 eV. The calculation puts the total energy at -129341.7390 eV.

Geometry (Å):
C  -1.350  2.150  0.037
C  -1.397  3.241  -1.116
N  -0.469  2.856  -2.323
C  1.038  2.914  -1.885
C  -0.740  1.459  -2.852
C  0.180  0.974  -4.096
C  -0.763  3.905  -3.419
C  -0.377  5.358  -2.999
O  -1.316  6.006  -2.206
C  -1.058  7.422  -2.092
H  -0.359  2.102  0.488
H  -1.670  1.135  -0.200
H  -2.011  2.572  0.794
H  -0.880  4.139  -0.777
H  -2.420  3.440  -1.434
H  1.740  2.809  -2.712
H  1.251  2.120  -1.170
H  1.199  3.844  -1.340
H  -1.774  1.391  -3.190
H  -0.639  0.857  -1.948
H  0.120  -0.106  -4.230
H  1.253  1.154  -4.035
H  -0.051  1.482  -5.032
H  -1.789  3.913  -3.789
H  -0.211  3.487  -4.261
H  -0.071  5.983  -3.838
H  0.576  5.408  -2.473
H  -0.057  7.690  -1.753
H  -1.810  7.780  -1.389
H  -1.265  7.825  -3.083
C  -4.143  -5.043  -1.686
C  -3.641  -3.624  -1.580
N  -4.449  -2.494  -2.284
C  -3.719  -1.106  -2.259
C  -4.829  -2.764  -3.797
C  -3.533  -2.830  -4.707
C  -5.834  -2.321  -1.525
C  -5.782  -1.925  -0.059
O  -5.550  -3.026  0.803
C  -6.114  -2.951  2.128
H  -5.098  -5.062  -1.161
H  -3.401  -5.698  -1.230
H  -4.283  -5.319  -2.731
H  -2.651  -3.585  -2.034
H  -3.507  -3.347  -0.534
H  -4.523  -0.536  -2.725
H  -2.786  -1.161  -2.819
H  -3.546  -0.816  -1.222
H  -5.497  -1.930  -4.013
H  -5.371  -3.708  -3.753
H  -2.865  -1.980  -4.844
H  -3.778  -3.026  -5.751
H  -2.915  -3.641  -4.321
H  -6.533  -3.151  -1.634
H  -6.363  -1.544  -2.076
H  -6.774  -1.549  0.191
H  -5.120  -1.122  0.265
H  -5.798  -2.058  2.668
H  -5.665  -3.692  2.789
H  -7.194  -3.067  2.218
C  1.925  1.029  4.768
C  3.395  1.717  4.628
N  4.022  1.431  3.201
C  3.541  2.440  2.198
C  5.555  1.566  3.337
C  6.388  1.559  2.048
C  3.752  0.008  2.532
C  4.175  -1.205  3.291
O  5.613  -1.349  3.144
C  6.071  -2.503  3.780
H  1.210  1.237  3.972
H  1.546  1.483  5.683
H  1.973  -0.033  5.007
H  4.099  1.236  5.307
H  3.533  2.793  4.741
H  4.106  2.453  1.266
H  3.551  3.438  2.637
H  2.547  2.164  1.846
H  6.031  0.837  3.992
H  5.682  2.520  3.850
H  6.363  0.631  1.477
H  7.382  1.580  2.494
H  6.259  2.449  1.432
H  4.181  0.121  1.536
H  2.673  0.007  2.381
H  3.693  -2.135  2.990
H  3.883  -1.085  4.334
H  5.869  -2.373  4.843
H  7.153  -2.531  3.651
H  5.679  -3.469  3.462
C  -1.925  -0.354  2.967
C  -2.961  0.059  4.060
C  -2.553  -0.567  5.457
O  -1.382  0.099  5.951
C  -1.121  -0.333  7.336
N  -2.912  1.575  4.109
H  -3.543  1.913  4.823
H  -2.044  1.898  4.510
H  -3.219  2.121  3.317
H  -0.861  -0.337  3.203
H  -1.983  0.297  2.095
H  -2.093  -1.360  2.582
H  -3.943  -0.229  3.683
H  -2.307  -1.622  5.338
H  -3.367  -0.358  6.152
H  -1.122  -1.420  7.416
H  -1.805  0.175  8.016
H  -0.111  0.038  7.508
C  2.213  -3.199  -4.510
C  2.911  -1.817  -4.638
C  3.061  -1.026  -3.347
O  3.675  0.236  -3.549
C  4.015  0.892  -2.343
N  4.282  -2.121  -5.278
H  4.557  -3.043  -4.969
H  4.125  -2.155  -6.275
H  4.912  -1.405  -4.946
H  2.366  -3.746  -3.580
H  2.427  -3.864  -5.347
H  1.136  -3.053  -4.593
H  2.375  -1.191  -5.351
H  3.519  -1.685  -2.609
H  2.053  -0.855  -2.969
H  4.397  0.226  -1.569
H  3.273  1.456  -1.778
H  4.808  1.600  -2.587
As  0.505  -2.028  -0.316
F  0.914  -1.988  1.499
F  -1.218  -1.719  0.031
F  0.149  -1.944  -2.105
F  2.257  -2.355  -0.612
F  0.249  -3.789  -0.247
F  0.821  -0.268  -0.357

Löwdin population analysis, charges in e, atoms 1 to 2:
1 C -0.0598
2 C -0.0830